Arrangement 1

Density functional theory data (the ωB97M-V functional and the def2-TZVPD basis) for a structure of composition C5H8NO.

Properties
**Net charge**: +1
**HOMO energy**: -13.80 eV
**Molar mass**: 98.125 g/mol
**HOMO-LUMO gap**: 9.8 eV

Cartesian coordinates (Å):
C1 -0.5468 -1.6469 0.1207
C2 0.4560 -1.0957 0.7919
C3 -2.5033 -0.0239 -0.1482
C4 -1.1855 -0.4257 -0.4683
C5 0.1600 0.3903 0.6090
N1 1.2791 1.2470 -0.0654
O1 -2.8545 1.0508 0.2643
H1 -0.8822 -2.6876 0.2720
H2 1.2104 -1.5705 1.4212
H3 -3.3490 -0.7640 -0.3753
H4 -0.7276 -0.0520 -1.4395
H5 -0.1478 1.0358 1.3618
H6 1.6411 0.8256 -0.8806
H7 1.9788 1.3603 0.5766
H8 1.0742 2.1806 -0.2075



Arrangement 2

Density functional theory data (the ωB97M-V functional and the def2-TZVPD basis) for the ion C5H8NO with charge +1.

Properties
**Net charge**: +1
**HOMO energy**: -15.96 eV
**Molar mass**: 98.125 g/mol
**HOMO-LUMO gap**: 8.4 eV
**SMILES**: O=[N+]1CC12CCC2

Cartesian coordinates (Å):
O1 -3.0056 -0.5591 -0.1501
N1 -1.8872 -0.0364 -0.0390
C1 -1.2933 1.2076 0.1369
C2 -0.4527 -0.0508 0.0417
C3 0.5459 -0.6491 0.9940
C4 1.5820 -0.5198 -0.0773
C5 0.6022 -0.1130 -1.0624
H1 -1.3927 1.7063 1.0935
H2 -1.5822 1.8355 -0.6990
H3 0.3487 -1.6851 1.1524
H4 0.8545 -0.0431 2.0046
H5 2.2064 0.3397 0.1845
H6 2.3137 -1.3392 -0.3049
H7 0.7465 0.7954 -1.5284
H8 0.4137 -0.8889 -1.7465



Arrangement 3

Density functional theory data (the ωB97M-V functional and the def2-TZVPD basis) for the ion C5H8NO with charge +1.

Properties
**Net charge**: +1
**HOMO energy (alpha / beta)**: -15.24 / -15.24 eV
**Molar mass**: 98.125 g/mol
**HOMO-LUMO gap (alpha / beta)**: 8.7 / 8.7 eV

Cartesian coordinates (Å):
C1 1.1952 0.4333 -0.9938
C2 -0.6548 0.8159 0.9729
C3 -1.6338 -0.1199 -0.7375
C4 -0.1330 -0.6367 0.6826
C5 1.4290 -0.6013 -0.0132
N1 -1.3569 1.0262 -0.2917
O1 -0.9788 -1.2069 -0.1883
H1 0.5296 0.0467 -1.8592
H2 -1.4913 0.7785 1.7359
H3 0.0281 1.5831 1.3370
H4 -2.2314 -0.3323 -1.6091
H5 0.1799 -1.1900 1.4777
H6 1.6377 1.3727 -0.9601
H7 1.2919 -1.6360 -0.2658
H8 2.1886 -0.3333 0.7125



arrangement 1 (30.4 kJ/mol below the next structure)



Arrangement 1

Density functional theory data (the ωB97M-V functional and the def2-TZVPD basis) for the ion C5H8NO3 with charge +1.

Properties
**Net charge**: +1
**HOMO energy**: -15.07 eV
**Molar mass**: 130.123 g/mol
**HOMO-LUMO gap**: 9.2 eV
**SMILES**: C[N+]1=C(O)C(=O)OCC1

Cartesian coordinates (Å):
C1 1.6623 -1.2608 0.2078
N1 0.6400 -0.3551 0.0141
C2 -0.8099 -0.8183 -0.1383
O1 -1.0822 -2.0532 -0.2634
C3 -1.9691 0.1751 -0.0258
O2 -3.0460 -0.3240 0.2445
O3 -1.6268 1.4445 -0.0799
C4 -0.3161 1.8725 -0.4565
C5 0.7729 1.0463 0.2719
H1 2.4780 -0.6098 0.6417
H2 1.7310 -1.9222 -0.5694
H3 1.5758 -1.9591 1.0640
H4 -2.1041 -2.2958 -0.3042
H5 -0.1679 2.9620 -0.1703
H6 -0.1136 1.6594 -1.4723
H7 1.6662 1.2361 -0.2356
H8 0.7095 1.2022 1.2718



Arrangement 2

Density functional theory data (the ωB97M-V functional and the def2-TZVPD basis) for a cluster of 2 separate species, C5H8NO3 in total.

Properties
**Net charge**: +1
**HOMO energy**: -14.53 eV
**Molar mass**: 130.123 g/mol
**HOMO-LUMO gap**: 11.1 eV

Cartesian coordinates (Å):
C1 0.2951 -2.4896 0.6472
C2 -0.0176 -0.3825 0.3964
C3 0.2264 -2.2970 -0.7009
C4 0.0623 0.1987 -1.6617
C5 -0.0095 1.0403 -0.3801
N1 0.0355 -0.9652 -0.8100
O1 -0.8140 2.0398 1.5715
O2 0.1551 -1.3062 1.3025
O3 1.0673 1.8092 -0.1401
H1 0.4542 -3.3856 1.2139
H2 0.2991 -2.9634 -1.5383
H3 -1.3201 2.7029 2.0586
H4 -0.7951 0.3020 -2.3272
H5 0.9958 0.3265 -2.2073
H6 -0.5271 1.4244 2.2610
H7 -0.9809 1.5296 -0.2805
H8 0.8736 2.4159 0.5951



arrangement 1 (7.9 kJ/mol below the next structure)



Arrangement 1

Density functional theory data (the ωB97M-V functional and the def2-TZVPD basis) for the molecule C5H8O3.

Properties
**Net charge**: 0
**HOMO energy**: -8.20 eV
**Molar mass**: 116.116 g/mol
**HOMO-LUMO gap**: 9.0 eV
**SMILES**: COC1=COC[C@@H]1O

Cartesian coordinates (Å):
C1 2.1431 -0.1766 0.4042
O1 1.3875 -0.9178 -0.4575
C2 0.0817 -0.6338 -0.2073
C3 -1.0346 -1.3991 -0.5910
O2 -2.2481 -0.8580 -0.0683
C4 -1.9275 0.5089 0.4883
C5 -0.2972 0.8363 0.1872
O3 -0.0731 1.4085 -1.1414
H1 1.5131 0.8391 0.3573
H2 3.1772 0.0484 -0.1808
H3 2.3265 -0.6882 1.5217
H4 -0.8683 -2.3957 -1.0194
H5 -1.6319 0.4914 1.5550
H6 -2.8318 1.1674 -0.0147
H7 0.3461 1.1501 0.9527
H8 -0.0627 0.6190 -1.7862



Arrangement 2

Density functional theory data (the ωB97M-V functional and the def2-TZVPD basis) for the molecule C5H8O3.

Properties
**Net charge**: 0
**HOMO energy**: -10.23 eV
**Molar mass**: 116.116 g/mol
**HOMO-LUMO gap**: 10.8 eV
**SMILES**: C[C@@]1(C(=O)O)C[C@H]1O

Cartesian coordinates (Å):
C1 -0.3712 1.4720 0.4000
C2 0.1030 0.0762 0.0880
C3 1.5983 -0.3345 -0.2543
O1 2.1261 -1.4447 -0.2556
O2 2.3933 0.8344 -0.4555
C4 -0.5591 -1.1664 0.8740
C5 -0.8919 -0.8398 -0.5574
O3 -2.2122 -0.2323 -0.8371
H1 -1.5897 1.1983 0.0301
H2 -0.5020 1.9185 1.5458
H3 0.3979 2.0120 -0.2558
H4 3.2815 0.3582 -0.3239
H5 -0.0106 -2.1063 1.2288
H6 -1.3107 -1.0032 1.6857
H7 -0.5571 -1.3511 -1.3894
H8 -1.8955 0.6087 -1.5233



Arrangement 3

Density functional theory data (the ωB97M-V functional and the def2-TZVPD basis) for the molecule C5H8O3.

Properties
**Net charge**: 0
**HOMO energy**: -8.62 eV
**Molar mass**: 116.116 g/mol
**HOMO-LUMO gap**: 9.3 eV
**SMILES**: OC/C=C1\COCO1

Cartesian coordinates (Å):
O1 -0.6358 1.2152 3.0995
C1 -0.7713 0.1481 2.2159
C2 0.2733 0.0883 1.1851
C3 0.2437 -0.1293 -0.1337
C4 -0.9802 -0.2349 -1.1257
O2 -0.3053 -0.3067 -2.4646
C5 1.0324 -0.7114 -2.1248
O3 1.3671 -0.2274 -0.8601
H1 -0.8455 2.1690 2.5495
H2 -1.8569 0.1362 1.7869
H3 -0.4578 -0.8802 2.7747
H4 1.3084 0.4713 1.6866
H5 -1.9316 -1.0717 -0.9813
H6 -1.4922 0.8347 -1.2042
H7 1.3640 -1.8554 -2.1348
H8 1.7157 -0.2176 -2.7772



arrangement 2 (39.8 kJ/mol below the next structure)



Arrangement 1

Density functional theory data (the ωB97M-V functional and the def2-TZVPD basis) for the molecule C5H8O3.

Properties
**Net charge**: 0
**HOMO energy**: -8.42 eV
**Molar mass**: 116.116 g/mol
**HOMO-LUMO gap**: 9.0 eV
**SMILES**: O[C@@H]1[C@H]2OCC[C@]12O

Cartesian coordinates (Å):
O1 -2.8402 -0.4353 0.1598
C1 -1.6558 -0.1210 -0.5043
C2 -0.3375 -0.9403 -0.3464
O2 0.9208 -1.1900 -0.9933
C3 1.8080 -0.3121 -0.1046
C4 1.0161 0.2929 0.9060
C5 -0.4280 0.5214 0.2242
O3 -0.0634 1.3922 -0.8283
H1 -2.5874 -0.7577 1.0830
H2 -1.7895 0.4141 -1.5405
H3 -0.4397 -1.7872 0.4080
H4 2.2908 0.2853 -0.8388
H5 2.4869 -0.9823 0.3944
H6 1.3694 1.3799 0.8912
H7 1.0784 0.0072 2.0506
H8 -0.8287 2.2330 -0.9613



Arrangement 2

Density functional theory data (the ωB97M-V functional and the def2-TZVPD basis) for a cluster of 2 separate species, C5H8O3 in total.

Properties
**Net charge**: 0
**HOMO energy**: -9.24 eV
**Molar mass**: 116.116 g/mol
**HOMO-LUMO gap**: 9.5 eV
**SMILES**: CC(=O)C(C)=O.C=O

Cartesian coordinates (Å):
C1 1.9563 -0.3300 -0.7372
C2 0.6538 0.3627 -1.0113
O1 0.2234 0.5833 -2.1152
C3 -0.1091 0.8277 0.2412
C4 -1.3794 1.5613 -0.0559
O2 0.3453 0.6617 1.3521
H1 2.7660 0.3633 -0.9638
H2 2.0246 -0.6210 0.3067
H3 2.0640 -1.1923 -1.3904
H4 -1.1239 2.5108 -0.5252
H5 -1.9427 1.7435 0.8549
H6 -1.9687 0.9923 -0.7700
C5 -0.8772 -1.8712 1.2074
O3 -1.0713 -1.4332 0.1133
H7 -0.3200 -1.2985 1.9700
H8 -1.2409 -2.8602 1.5233



Arrangement 3

Density functional theory data (the ωB97M-V functional and the def2-TZVPD basis) for the molecule C5H8O3.

Properties
**Net charge**: 0
**HOMO energy**: -9.89 eV
**Molar mass**: 116.116 g/mol
**HOMO-LUMO gap**: 10.5 eV
**SMILES**: O=CCCCC(=O)O

Cartesian coordinates (Å):
O1 -0.2805 -1.7196 -2.5648
C1 -0.4515 -0.6542 -1.9440
C2 0.7724 0.1742 -1.4641
C3 1.3051 -0.3911 -0.0304
C4 0.2672 -0.5303 1.0284
C5 -0.4102 0.6707 1.2998
O2 -1.0736 1.4022 0.6377
O3 -0.2804 0.9592 2.6814
H1 -1.4144 -0.2796 -1.6452
H2 0.4668 1.1973 -1.3149
H3 1.5333 0.0442 -2.2042
H4 2.1625 0.2516 0.3832
H5 1.8124 -1.3911 -0.0971
H6 0.9362 -0.8671 1.9260
H7 -0.4430 -1.4232 0.8435
H8 -0.8762 1.7170 2.7367



Arrangement 4

Density functional theory data (the ωB97M-V functional and the def2-TZVPD basis) for the molecule C5H8O3.

Properties
**Net charge**: 0
**HOMO energy**: -8.57 eV
**Molar mass**: 116.116 g/mol
**HOMO-LUMO gap**: 9.5 eV
**SMILES**: O[C@@H]1C[C@@]12COCO2

Cartesian coordinates (Å):
O1 2.0715 -1.1462 -0.5907
C1 1.5378 0.0842 -0.5506
C2 1.2300 0.9049 0.8610
C3 0.1666 0.1608 0.1703
C4 -1.1908 0.9509 -0.4882
O2 -2.0811 -0.1011 -0.5636
C5 -1.6013 -1.1607 0.3637
O3 -0.2220 -1.2527 0.2913
H1 1.3482 -1.8288 -0.3784
H2 1.6833 0.7612 -1.4708
H3 1.9136 0.2584 1.5282
H4 1.3937 1.9603 0.6396
H5 -1.1192 1.5363 -1.3474
H6 -1.3541 1.6433 0.2570
H7 -1.8664 -2.0496 -0.0241
H8 -1.9100 -0.7211 1.3027



arrangement 3 (37.0 kJ/mol below the next structure)



Arrangement 1

Density functional theory data (the ωB97M-V functional and the def2-TZVPD basis) for the molecule CH3IOS2.

Properties
**Net charge**: 0
**HOMO energy**: -9.16 eV
**Molar mass**: 222.072 g/mol
**HOMO-LUMO gap**: 7.9 eV

Cartesian coordinates (Å):
C1 -0.5977 1.0109 0.2765
O1 0.8372 -0.7169 -1.6787
S1 1.3655 -1.0691 -0.3751
S2 0.7948 0.3249 1.2281
I1 -0.0833 -2.9543 0.5038
H1 -0.8598 1.9113 0.8315
H2 -0.0461 1.1868 -0.6652
H3 -1.4106 0.3062 -0.1209



Arrangement 2

Density functional theory data (the ωB97M-V functional and the def2-TZVPD basis) for the molecule CH3IOS2.

Properties
**Net charge**: 0
**HOMO energy**: -9.43 eV
**Molar mass**: 222.072 g/mol
**HOMO-LUMO gap**: 7.9 eV

Cartesian coordinates (Å):
C1 -0.5577 -0.7372 -0.8271
O1 -0.3937 1.8309 0.4699
S1 1.1990 -0.4459 -0.5265
S2 1.1686 1.3202 0.5976
I1 1.3366 0.4678 2.9751
H1 -0.9400 -0.6099 -1.9060
H2 -1.1081 0.0045 -0.2494
H3 -0.7048 -1.8305 -0.5336



Arrangement 3

Density functional theory data (the ωB97M-V functional and the def2-TZVPD basis) for a structure of composition CH3IOS2.

Properties
**Net charge**: 0
**HOMO energy (alpha / beta)**: -9.65 / -9.68 eV
**Molar mass**: 222.072 g/mol
**HOMO-LUMO gap (alpha / beta)**: 7.1 / 7.1 eV

Cartesian coordinates (Å):
C1 0.0909 -0.5907 -0.4457
O1 -1.8790 0.7341 0.4280
S1 0.6617 2.5585 -0.6826
S2 -0.4761 0.6847 0.6971
I1 1.9441 -1.4591 0.4077
H1 -0.4260 -1.5098 -0.6580
H2 0.3044 -0.0960 -1.3684
H3 -0.2201 -0.3217 1.6219



Arrangement 4

Density functional theory data (the ωB97M-V functional and the def2-TZVPD basis) for the molecule CH3IOS2.

Properties
**Net charge**: 0
**HOMO energy (alpha / beta)**: -8.28 / -8.28 eV
**Molar mass**: 222.072 g/mol
**HOMO-LUMO gap (alpha / beta)**: 6.5 / 6.5 eV

Cartesian coordinates (Å):
C1 -0.3906 1.0873 -0.0241
O1 -1.1003 0.1424 0.6893
S1 -0.3621 -1.0215 1.4872
S2 1.9543 -1.4546 -1.2059
I1 0.2563 -2.6770 -0.4050
H1 0.4607 1.5561 0.6453
H2 -1.1355 1.7626 -0.4349
H3 0.3172 0.6047 -0.7519



arrangement 1 (40.5 kJ/mol below the next structure)



Arrangement 1

Density functional theory data (the ωB97M-V functional and the def2-TZVPD basis) for a cluster of 2 separate species, C5H8O4 in total.

Properties
**Net charge**: -2
**HOMO energy**: -1.24 eV
**Molar mass**: 132.115 g/mol
**HOMO-LUMO gap**: 7.7 eV

Cartesian coordinates (Å):
C1 -1.4419 1.2783 -0.8548
C2 -2.3417 1.3506 -2.0442
O1 -3.1749 0.5550 -2.3635
O2 -2.0622 2.3471 -2.7281
H1 -1.6689 2.1216 -0.1939
H2 -0.4410 1.2156 -1.2008
H3 -1.7107 0.3493 -0.2400
C3 1.0830 -1.1842 0.8294
C4 0.3224 0.0427 1.2727
C5 2.3075 -1.4307 1.7254
O3 2.1331 -1.5939 2.9160
O4 3.3522 -1.5221 1.0553
H4 0.5433 -2.1570 0.7033
H5 1.6109 -1.0126 -0.1744
H6 -0.2964 -0.1823 2.1201
H7 -0.4999 0.2517 0.6900
H8 0.9004 0.7847 1.6874



Arrangement 2

Density functional theory data (the ωB97M-V functional and the def2-TZVPD basis) for a cluster of 2 separate species, C5H8O4 in total.

Properties
**Net charge**: -2
**HOMO energy**: 0.11 eV
**Molar mass**: 132.115 g/mol
**HOMO-LUMO gap**: 6.6 eV

Cartesian coordinates (Å):
C1 -0.3735 -0.9600 0.8927
C2 -0.4941 -2.3942 1.6694
C3 -1.4670 -0.0382 1.5575
O1 -2.4956 -0.6291 2.0081
O2 -1.2113 1.1677 1.6398
H1 0.7304 -0.7776 1.0914
H2 -0.5136 -1.0765 -0.1642
H3 -1.5143 -2.3109 2.0954
H4 0.1460 -2.3246 2.5457
H5 -0.2062 -3.3002 1.1418
C4 1.4961 2.1184 -2.6661
C5 0.5366 1.4244 -1.3469
O3 -0.2622 0.5487 -1.7098
O4 0.8642 2.1135 -0.3840
H6 2.3211 1.4386 -2.4396
H7 1.5564 3.1451 -2.4110
H8 0.8870 1.8548 -3.5201



Arrangement 3

Density functional theory data (the ωB97M-V functional and the def2-TZVPD basis) for a cluster of 2 separate species, C5H8O4 in total.

Properties
**Net charge**: -2
**HOMO energy**: -1.10 eV
**Molar mass**: 132.115 g/mol
**HOMO-LUMO gap**: 7.4 eV

Cartesian coordinates (Å):
C1 -1.5388 1.1641 1.4079
C2 -1.5095 1.4715 -0.0863
C3 -0.2388 1.2315 2.3561
O1 -0.2667 0.1700 3.0508
O2 0.5303 2.1896 2.3761
H1 -2.2990 1.7637 2.0026
H2 -2.0683 0.2283 1.6049
H3 -0.6825 2.0166 -0.5144
H4 -2.4541 2.0059 -0.3362
H5 -1.4851 0.5237 -0.6519
C4 1.4171 -1.2368 -1.5485
C5 2.1488 -2.5267 -1.7999
O3 2.9624 -2.9594 -0.9374
O4 1.8354 -3.2275 -2.8169
H6 1.5829 -0.4195 -2.2378
H7 1.6924 -0.8717 -0.5579
H8 0.3736 -1.5233 -1.3113



arrangement 3 (50.0 kJ/mol below the next structure)